Density functional theory data (wB97M-V/def2-TZVPD) for a molecular structure, C21H43CrN2P3Se in a non-equilibrium geometry.

Electronic energy = -5404.349127 a.u.
Relative energy (zero: lowest compared OMol25 entry of this formula, charge and spin) = 78.72 kcal per mole
Largest force on an atom = 3.59 eV/A
LUMO energy (spin up / spin down) = -0.4145 / -0.3649 hartree
HOMO-LUMO gap (spin up / spin down) = 3.987 / 5.753 eV
E_HOMO (spin up / spin down) = -0.56102 / -0.57631 Eh
Total charge = +3
Multiplicity = 4

Cartesian coordinates (Å):
1 Cr -0.963 0.169 0.106
2 P -2.972 -0.039 -0.878
3 P 0.002 -2.319 -0.592
4 P -0.063 2.370 -0.598
5 H 2.659 -0.795 -2.159
6 C 2.985 0.143 -1.712
7 C 3.400 0.137 -0.443
8 H 3.828 -0.768 0.020
9 C -3.392 -0.407 -2.588
10 C -3.551 -1.412 0.158
11 C -3.878 1.436 -0.393
12 C 1.659 -3.112 -0.593
13 C -0.651 -3.299 0.808
14 C -0.678 -3.217 -2.053
15 C 1.567 3.190 -0.516
16 C -0.862 3.400 0.677
17 C -0.723 3.164 -2.143
18 H 2.675 1.067 -2.200
19 H 3.252 1.015 0.202
20 H -4.478 -0.613 -2.578
21 H -2.803 -1.263 -2.957
22 H -3.131 0.459 -3.219
23 H -4.647 -1.350 0.145
24 H -3.167 -1.311 1.191
25 H -3.194 -2.376 -0.239
26 H -4.888 1.290 -0.796
27 H -3.400 2.335 -0.814
28 H -3.904 1.530 0.702
29 H 1.563 -4.162 -0.920
30 H 2.096 -3.130 0.413
31 H 2.367 -2.618 -1.263
32 H -0.701 -4.363 0.541
33 H -1.646 -2.963 1.103
34 H 0.008 -3.173 1.673
35 H -0.232 -4.227 -2.100
36 H -0.424 -2.669 -2.973
37 H -1.773 -3.311 -2.005
38 H 1.448 4.272 -0.672
39 H 2.284 2.805 -1.242
40 H 1.990 3.053 0.482
41 H -0.651 4.458 0.480
42 H -0.452 3.125 1.655
43 H -1.946 3.259 0.688
44 H -0.348 4.202 -2.194
45 H -1.824 3.169 -2.136
46 H -0.391 2.603 -3.034
47 C 1.293 0.178 -5.509
48 C 2.639 -0.047 -5.123
49 C 3.643 -0.071 -6.071
50 C 3.401 0.146 -7.422
51 C 2.066 0.392 -7.804
52 C 1.032 0.412 -6.891
53 Se -0.103 0.183 -4.357
54 H -0.499 -0.574 -1.153
55 H 2.876 -0.188 -4.081
56 H 4.680 -0.255 -5.782
57 H 4.203 0.138 -8.194
58 H 1.822 0.573 -8.854
59 H 0.007 0.600 -7.185
60 C -1.869 0.886 2.868
61 C -0.550 0.223 2.907
62 N 0.124 -0.144 1.833
63 C 1.302 -0.749 2.271
64 C 1.293 -0.764 3.635
65 N 0.098 -0.164 4.017
66 H -2.218 1.043 1.815
67 H -2.611 0.272 3.401
68 H -1.804 1.868 3.363
69 H 2.071 -1.104 1.596
70 H 2.008 -1.209 4.298
71 H -0.232 -0.039 4.969